Entry from the OMol25 dataset: a molecular structure, C52H123FeN3O12 (the ωB97M-V functional and the def2-TZVPD basis).

Calculated values
LUMO energy (alpha / beta), eV: 0.433 / 0.432
HOMO-LUMO gap (alpha / beta), eV: 8.3 / 8.1
<S²>: 6.0072
HOMO level (alpha / beta), eV: -7.9082 / -7.6611

The geometry in ORCA input format:
```
! RIJCOSX wB97M-V def2-TZVPD def2/J DEFGRID3
* xyz 0 5
Fe -3.96188 1.66968 -1.06337
C -0.72105 -0.14164 1.08444
C -1.29902 1.25674 1.12314
O -2.40889 1.62630 0.34233
H 0.09227 -0.26825 1.79900
H -0.32350 -0.11874 0.06978
H -1.49323 -0.89895 1.21978
H -0.48285 1.97853 1.09136
H -1.70481 1.44091 2.11788
C -5.54478 -0.94933 0.66075
C -6.39472 0.06208 -0.10500
O -5.76293 0.69245 -1.22115
H -4.65674 -0.34807 0.85560
H -5.13124 -1.81444 0.14241
H -5.98774 -1.31253 1.58809
H -6.69216 0.90045 0.52489
H -7.29347 -0.42105 -0.48832
C 3.58432 -7.98602 1.45038
C 3.52348 -6.43804 1.72967
C 3.77168 -5.69019 0.39933
C 3.41336 -4.22571 0.45510
C 1.97076 -4.10635 0.84144
C 1.57494 -4.81177 2.21643
N 2.15070 -6.18602 2.18281
O 1.76117 -7.01949 3.22650
C 1.95956 -3.96242 3.38422
C 0.02735 -4.93390 2.24720
C 4.63581 -6.04727 2.73293
H 4.45429 -8.18752 0.82535
H 2.68990 -8.46447 1.05138
H 3.82151 -8.59561 2.32229
H 4.84815 -5.72292 0.23130
H 3.11043 -6.15652 -0.33100
H 3.49559 -3.89425 -0.58002
H 4.10687 -3.53996 0.94182
H 1.19878 -4.38258 0.12322
H 1.74077 -3.06247 1.05476
H 1.82849 -4.44442 4.35303
H 3.03280 -3.77361 3.40886
H 1.29127 -3.10232 3.42561
H -0.33369 -3.94368 1.96933
H -0.45417 -5.68167 1.61705
H -0.32397 -5.13052 3.26013
H 4.63025 -4.95879 2.79023
H 5.55109 -6.32728 2.21143
H 4.75761 -6.44456 3.74061
H 1.31356 -7.74649 2.78752
C 3.29260 -5.26518 -6.33637
C 2.99754 -5.30003 -4.89313
C 4.44272 -5.70672 -4.25206
C 5.47162 -4.56648 -4.16869
C 4.83538 -3.45519 -3.46164
C 3.48791 -2.88419 -4.05878
N 2.54705 -4.06014 -4.25640
O 1.27470 -3.60980 -4.62150
C 2.81673 -1.78543 -3.06277
C 3.85910 -2.15205 -5.32295
C 2.06223 -6.48159 -4.65896
H 4.01977 -4.46148 -6.45213
H 2.41361 -5.25319 -6.98084
H 3.92409 -6.10006 -6.64016
H 4.31798 -6.27426 -3.32987
H 4.81844 -6.59721 -4.75602
H 5.64934 -4.27440 -5.20368
H 6.31423 -4.78208 -3.51170
H 5.32642 -2.50351 -3.25843
H 4.46957 -3.86422 -2.51985
H 2.25109 -1.12883 -3.72385
H 2.19219 -2.16191 -2.25265
H 3.51599 -1.10774 -2.57301
H 4.39903 -1.24366 -5.05572
H 4.55863 -2.62678 -6.01099
H 2.95973 -1.92015 -5.89342
H 1.80910 -6.69834 -3.62115
H 2.32059 -7.40528 -5.17680
H 1.15411 -6.16391 -5.17129
H 0.69089 -3.82650 -3.89089
C 1.77649 2.74832 -5.43274
C 2.71749 3.16442 -4.37261
C 3.24026 4.64658 -4.61085
C 3.91891 5.30890 -3.48938
C 3.09744 5.08727 -2.25490
C 2.59577 3.66102 -1.87664
N 1.96541 3.08065 -3.06491
O 1.47052 1.81188 -2.82619
C 3.73547 2.78949 -1.23845
C 1.48913 3.88221 -0.79988
C 3.90040 2.36354 -4.34088
H 2.24798 2.99157 -6.38491
H 0.73839 3.07767 -5.38831
H 1.68612 1.66255 -5.46481
H 3.80023 4.71997 -5.54313
H 2.35777 5.25971 -4.79360
H 3.93508 6.39258 -3.60544
H 4.93318 4.90985 -3.50015
H 2.25528 5.75696 -2.42921
H 3.62653 5.52157 -1.40664
H 4.66627 3.03952 -1.74756
H 3.80829 2.97776 -0.16731
H 3.53978 1.72330 -1.35268
H 1.70482 4.45227 0.10380
H 0.64505 4.39209 -1.26425
H 1.15486 2.89728 -0.47386
H 3.69154 1.36651 -3.95305
H 4.71776 2.79358 -3.76201
H 4.31880 2.32149 -5.34651
H 0.78244 2.02903 -2.19295
C 0.66846 3.45588 4.85287
C 0.71920 4.61955 3.88333
C 1.51702 4.34339 2.60413
O -0.64088 4.89224 3.58544
H 0.23901 3.61920 5.84130
H 1.67333 3.26559 5.22986
H 0.18976 2.56066 4.45596
H 1.08362 5.49545 4.42007
H 2.59776 4.21756 2.53889
H 1.18252 5.08355 1.87723
H 1.24119 3.31820 2.35711
H -1.02452 4.33287 2.90608
C 1.37136 -0.38772 6.13720
C 0.74008 -0.64236 7.51263
C 1.45181 -1.80120 8.31743
O 0.83585 0.53984 8.29808
H 0.89824 0.36231 5.50339
H 1.16596 -1.32081 5.61255
H 2.42554 -0.15667 6.29026
H -0.28061 -1.01800 7.44063
H 0.84192 -2.07547 9.17820
H 2.33734 -1.41829 8.82469
H 1.61025 -2.71820 7.74989
H 1.75101 0.82317 8.35980
C -5.91969 5.62542 -0.53080
C -6.17322 4.15687 -0.84675
C -6.61119 4.13063 -2.31474
O -5.06018 3.48033 -0.33540
H -5.74115 5.75101 0.53713
H -6.81167 6.20298 -0.77346
H -5.02505 6.00651 -1.02324
H -6.97943 3.80067 -0.20547
H -7.50905 4.73730 -2.43270
H -6.82543 3.10791 -2.62499
H -5.74210 4.53266 -2.83546
H -4.84961 3.98119 0.45606
C -3.51156 5.32664 4.13419
C -3.70975 3.86206 3.63227
C -5.04454 3.14198 3.93793
O -3.53274 3.94924 2.22401
H -4.46219 5.84830 4.24494
H -3.05158 5.99096 3.40262
H -2.78494 5.55409 4.91419
H -2.91864 3.26146 4.08120
H -5.92401 3.47424 3.38636
H -5.26000 3.11102 5.00597
H -4.75474 2.11063 3.73683
H -3.22986 3.05432 2.05372
C -1.73344 -1.99657 -2.74514
C -1.84621 -0.50076 -2.99741
C -2.09519 -0.18683 -4.45049
O -2.91897 -0.13382 -2.23143
H -1.42790 -2.53833 -3.64026
H -2.60682 -2.43167 -2.25935
H -0.82780 -2.19400 -2.17162
H -0.90953 -0.08566 -2.62535
H -3.02634 -0.63973 -4.79099
H -1.30333 -0.50930 -5.12655
H -2.15949 0.88049 -4.66218
H -3.67164 -0.64288 -2.54119
C -2.05892 4.03345 -4.20809
C -2.16082 3.51658 -2.75925
C -2.42386 4.57506 -1.72927
O -3.28576 2.74641 -2.80386
H -3.01032 4.25309 -4.69254
H -1.52977 3.37613 -4.89804
H -1.54336 4.99154 -4.14211
H -1.31915 2.85933 -2.54084
H -1.57817 5.24523 -1.88349
H -2.48950 4.34117 -0.66669
H -3.25410 5.17738 -2.09808
H -3.58623 2.66376 -3.71187
C -3.79295 0.47111 6.26472
C -5.05953 -0.33587 6.43386
C -6.09334 -0.13233 5.33590
O -4.79585 -1.75470 6.49570
H -3.17388 0.14973 5.42713
H -3.09672 0.31106 7.08798
H -3.99698 1.53643 6.37230
H -5.38247 0.03807 7.40544
H -6.23508 0.94134 5.21246
H -7.05610 -0.55206 5.62746
H -5.80795 -0.67122 4.43242
H -3.98033 -1.94660 6.96443
*
```

Mulliken population analysis, charges in e, atoms 1 to 2: 1.24 -0.74